Below is a molecular structure, C40H56ClFeN3O5, with properties calculated with ωB97M-V with the def2-TZVPD basis set.

The geometry in XYZ format:
```
106
Properties=species:S:1:pos:R:3:forces:R:3:lowdin_spin:R:1
Fe -0.044570 0.193520 0.194033 -0.2848 -0.5012 -0.6866 2.845
C -3.874940 1.152923 -5.455026 0.0240 0.0138 0.0192 0.009
C -2.444254 0.771711 -5.866651 0.0072 0.0025 -0.0289 0.018
C -2.004765 1.707987 -6.993803 -0.0044 -0.0235 0.0207 0.001
C -2.428914 -0.672415 -6.396024 -0.0002 0.0162 0.0035 0.011
C -1.526749 0.843661 -4.652157 0.0228 -0.0109 0.0273 0.164
C -1.841349 0.084792 -3.530599 -0.0386 0.0244 -0.0563 0.001
C -1.010887 0.122448 -2.424089 -0.0115 0.0251 0.0499 0.129
N -1.142926 -0.522539 -1.234420 0.1354 0.1077 0.1421 0.143
C -2.109708 -1.398350 -0.826215 -0.0403 0.0087 0.0032 0.125
C -2.899994 -2.236138 -1.580825 0.0315 0.0332 -0.0212 0.007
C -3.853647 -3.040330 -0.949710 -0.0195 0.0359 0.0552 0.189
C -4.006355 -2.974298 0.459145 -0.0025 -0.0384 -0.0192 0.049
C -3.211567 -2.210244 1.274935 0.0268 -0.0220 0.0182 0.092
C -2.194294 -1.438316 0.622086 0.0180 -0.0138 -0.0724 0.166
O -1.311731 -0.770273 1.262210 -0.0677 0.0620 0.2854 0.238
C -3.379614 -2.138029 2.786411 -0.0117 0.0936 -0.0072 0.007
C -2.104909 -2.626689 3.497076 -0.0233 -0.0337 -0.0489 0.005
C -4.553414 -2.997263 3.255388 0.0259 0.0010 -0.0016 -0.001
C -3.652231 -0.673962 3.179106 0.0566 -0.0122 0.0055 0.006
C -4.692026 -3.980122 -1.802644 0.0148 -0.0594 0.0007 0.021
C -5.383844 -3.183809 -2.920461 0.0022 0.0091 0.0204 0.011
C -5.762607 -4.715271 -0.994816 0.0066 0.0341 -0.0149 0.001
C -3.745886 -5.023752 -2.424393 -0.0128 0.0228 0.0192 0.014
C 0.150179 0.995101 -2.415793 -0.0181 -0.0182 -0.0133 0.168
O 0.813641 1.048970 -1.319166 0.1048 0.1316 0.1812 0.234
C 0.499915 1.747856 -3.582666 -0.0093 0.0171 -0.0188 0.074
C -0.351429 1.640782 -4.653020 0.0099 0.0168 0.0285 0.062
C 1.736074 2.637876 -3.591161 0.0511 -0.0120 0.0360 0.004
C 1.574587 3.746129 -2.536624 -0.0070 -0.0191 0.0040 0.004
C 2.986067 1.793871 -3.281578 -0.0717 -0.0072 0.0001 0.004
C 1.942444 3.298507 -4.954703 0.0037 -0.0108 0.0292 -0.001
H -4.530319 1.102946 -6.325461 -0.0030 0.0019 -0.0036 0.001
H -3.906897 2.171302 -5.063154 -0.0111 0.0009 0.0013 0.000
H -4.279793 0.483194 -4.695989 0.0027 -0.0087 0.0056 0.000
H -2.709331 1.626509 -7.821591 -0.0033 -0.0014 0.0002 0.000
H -1.017338 1.447357 -7.377688 0.0060 0.0098 -0.0049 0.000
H -1.992581 2.750539 -6.670783 0.0055 0.0047 -0.0136 0.000
H -3.060202 -0.746721 -7.282667 -0.0086 -0.0055 0.0039 0.002
H -2.804748 -1.376660 -5.652093 -0.0067 -0.0053 -0.0108 0.000
H -1.417361 -0.976185 -6.670538 -0.0020 -0.0030 -0.0061 0.000
H -2.742494 -0.506792 -3.518075 0.0042 -0.0016 -0.0100 -0.003
H -2.762398 -2.295733 -2.649143 -0.0102 -0.0296 0.0122 -0.003
H -4.780279 -3.571504 0.912557 0.0024 -0.0051 -0.0187 0.000
H -1.828426 -3.627825 3.156932 0.0009 -0.0007 0.0141 0.000
H -2.293099 -2.676889 4.570325 0.0064 0.0001 0.0041 0.001
H -1.271430 -1.946285 3.336717 0.0042 0.0106 -0.0152 0.000
H -4.402013 -4.053411 3.022806 -0.0148 -0.0059 0.0154 0.000
H -5.498233 -2.670989 2.816353 0.0005 -0.0102 -0.0082 0.000
H -4.645302 -2.907413 4.337576 -0.0054 -0.0018 0.0035 0.000
H -2.804296 -0.037790 2.928183 -0.0306 0.0181 0.0306 0.000
H -3.810853 -0.611856 4.256761 -0.0224 -0.0039 0.0032 0.001
H -4.547674 -0.298622 2.678533 -0.0091 -0.0020 0.0119 0.000
H -6.005009 -2.387260 -2.507154 -0.0063 -0.0014 -0.0051 0.000
H -6.025715 -3.849827 -3.498122 0.0081 -0.0041 -0.0109 0.002
H -4.665832 -2.737778 -3.610089 -0.0077 0.0079 -0.0011 0.000
H -6.469427 -4.021942 -0.535164 -0.0024 -0.0103 0.0123 0.000
H -5.325181 -5.340716 -0.215426 -0.0112 -0.0072 0.0047 0.000
H -6.326102 -5.368512 -1.660944 -0.0009 -0.0012 -0.0017 0.000
H -2.986451 -4.556585 -3.052196 0.0012 -0.0061 -0.0116 0.000
H -4.318419 -5.716122 -3.043042 -0.0044 0.0017 -0.0039 0.002
H -3.239108 -5.598519 -1.647405 0.0004 -0.0101 -0.0082 0.000
H -0.124563 2.209944 -5.539290 -0.0268 -0.0264 -0.0188 0.001
H 1.359934 3.341739 -1.549805 0.0195 0.0100 0.0023 0.000
H 0.765802 4.424546 -2.816872 -0.0119 -0.0030 0.0105 0.000
H 2.497241 4.325841 -2.475265 -0.0071 0.0186 -0.0240 0.000
H 2.949780 1.372373 -2.279459 0.0068 -0.0063 0.0132 0.000
H 3.872927 2.424938 -3.350919 0.0080 -0.0012 -0.0035 0.000
H 3.092286 0.981845 -4.004615 0.0123 0.0015 -0.0022 0.000
H 1.112820 3.956495 -5.220408 0.0028 -0.0007 -0.0072 0.000
H 2.074933 2.559600 -5.747591 0.0060 0.0092 -0.0104 0.000
H 2.845350 3.908017 -4.915787 -0.0020 0.0107 -0.0081 0.000
Cl 3.924569 -3.116083 -2.488197 -0.0016 0.0060 -0.0033 0.001
C 2.882538 -2.970363 -1.123079 -0.0248 -0.0138 0.0178 0.002
C 2.920220 -3.895464 -0.093744 0.0159 -0.0209 -0.0016 -0.001
C 2.057306 -3.723522 0.975589 -0.0135 0.0038 -0.0097 0.002
C 1.197647 -2.639034 0.977354 0.0095 -0.0232 -0.0373 0.004
N 1.168194 -1.753946 -0.021263 0.0630 0.3218 0.2549 0.061
C 1.996050 -1.909842 -1.051418 -0.0461 -0.0024 -0.0500 0.004
H 3.611513 -4.726144 -0.132635 0.0010 0.0011 -0.0028 0.000
H 2.056002 -4.419473 1.802273 -0.0079 0.0033 0.0032 0.000
H 0.510223 -2.464004 1.795586 0.0187 0.0064 0.0058 0.000
H 1.954682 -1.169599 -1.840395 0.0218 0.0083 0.0064 0.001
O -0.344148 1.200468 3.238595 0.0051 -0.3610 0.1203 0.018
C 0.759215 1.128909 2.758870 -0.0581 0.7563 -0.2637 0.006
O 1.045085 0.865542 1.499100 0.1469 -0.2771 0.0227 0.042
H 1.659459 1.415293 3.323119 0.0696 -0.2663 0.0525 -0.002
O -1.468529 1.909724 0.015031 0.1857 -0.0837 0.0391 0.037
C -1.555798 3.015037 0.550049 -0.1617 0.0612 0.0515 0.010
C -2.121367 3.213917 1.919841 -0.1121 -0.0014 0.0297 0.001
C -3.538209 3.818832 1.670697 0.0244 -0.0356 -0.1012 0.000
C -4.178767 3.513723 0.292779 0.0285 0.0475 0.0113 0.000
C -3.739390 4.419308 -0.878251 0.0654 -0.0701 0.0195 0.000
C -2.305994 4.187723 -1.369075 -0.0707 0.0216 0.0300 0.001
N -1.416016 4.151494 -0.196097 0.1021 0.0132 -0.0739 0.005
H -1.510744 3.892496 2.517323 -0.0033 -0.0083 0.0086 0.000
H -2.163392 2.257654 2.432441 0.0132 0.0619 -0.0462 0.000
H -3.501460 4.903341 1.797742 -0.0135 0.0107 0.0120 0.000
H -4.199445 3.439437 2.449100 0.0152 0.0140 0.0231 0.000
H -5.256776 3.636161 0.403650 -0.0050 0.0046 0.0084 0.000
H -4.017499 2.463216 0.030531 -0.0325 -0.0093 0.0031 0.000
H -3.835847 5.462991 -0.560989 -0.0323 0.0108 -0.0144 0.000
H -4.426393 4.283038 -1.716600 -0.0039 0.0188 -0.0057 0.000
H -1.984709 4.977702 -2.046097 0.0189 -0.0114 -0.0147 0.000
H -2.206214 3.232822 -1.883938 0.0121 0.0136 -0.0177 0.001
H -1.508741 4.990942 0.361641 -0.0384 -0.0163 0.0207 0.000
```
Positions in Å, forces in eV/Å.

Computed properties:
Lowest unoccupied orbital energy (spin up / spin down)   -3.704 / -5.249 eV
HOMO (spin up / spin down)   -10.08 / -11.08 eV
Gap between HOMO and LUMO (spin up / spin down)   6.376 / 5.832 eV
Spin multiplicity   6
Relative energy (zero: lowest compared OMol25 entry of this formula, charge and spin)   0.00 kcal/mol
Total charge   +1


Below is 6 unconnected molecules or ions with the total composition C40H56N9O5S at a distorted geometry, with properties calculated with ωB97M-V with the def2-TZVPD basis set.

The geometry in XYZ format:
```
111
Properties=species:S:1:pos:R:3:forces:R:3:lowdin_charge:R:1
C -4.191059 0.931996 -1.707097 0.4443 -0.4272 0.0153 0.019
C -3.126674 1.429112 -2.690134 0.0544 -0.5471 1.5361 -0.532
O -3.460428 1.724555 -3.770182 -0.6833 0.9100 -2.6255 0.145
O -1.806495 1.600067 -2.370084 -0.3779 -0.9704 0.7384 -0.007
C -1.336139 0.785998 -1.290369 0.6474 0.6975 1.4029 -0.208
C 0.134876 1.155908 -1.050299 0.1033 0.4010 -1.1397 -0.159
C 0.933819 1.076412 -2.393879 -0.1692 -0.8309 0.3844 -0.189
C 2.341117 0.495698 -2.182704 0.4007 0.8572 0.4180 -0.190
C 3.205570 1.368963 -1.220990 -0.5048 0.0311 -0.4650 -0.167
C 4.731274 1.210649 -1.486069 -1.1523 0.5910 0.9260 -0.074
N 5.408874 1.098254 -0.150946 -0.5533 -1.3025 -2.4267 -0.044
N 5.827096 -0.196950 0.233994 1.1068 1.6074 1.4127 0.057
C 7.063474 -0.367562 -0.205310 0.8775 -0.6749 -0.8389 -0.270
C 8.275263 -0.189312 0.689077 -0.7304 -0.6610 -0.5308 -0.008
C 7.391588 -0.808040 -1.627071 0.0034 0.4254 0.6856 -0.005
C 5.594402 2.114873 0.626343 -0.0009 -0.2715 0.3053 -0.334
N 6.173958 1.873698 1.841828 -1.1099 0.7190 0.0401 0.202
N 5.179547 3.382195 0.157018 1.0858 -0.0699 0.8887 0.060
C 4.648168 4.258226 1.239520 0.4004 1.3321 -0.1941 -0.173
C 4.386853 5.666191 0.615282 -0.3886 -1.2761 0.0714 -0.172
C 3.463500 5.520501 -0.627517 0.5229 0.0564 0.5704 -0.196
S 4.298270 5.896958 -2.201518 -0.6033 1.7656 -0.4384 0.580
O 5.409230 6.765725 -1.984512 1.0602 -0.8404 0.9636 -0.271
O 3.303739 6.471159 -3.026347 -1.0072 -0.8421 -0.7088 -0.253
O 4.803286 4.549485 -2.927791 -0.3316 -0.0052 0.7745 -0.156
H -4.929438 0.387510 -2.306812 0.1452 0.3086 0.0834 0.086
H -4.680275 1.811920 -1.270147 0.1787 -0.2872 0.0688 0.099
H -3.834266 0.233548 -0.943394 -0.0726 0.4125 0.0243 0.068
H -1.894164 1.047504 -0.375505 0.0717 -0.2297 -0.2649 0.121
H -1.444638 -0.296743 -1.455123 -0.0468 0.3123 -0.3779 0.139
H 0.187920 2.205684 -0.718699 -0.1379 -0.3724 0.2018 0.117
H 0.600604 0.526218 -0.279344 -0.3188 0.0501 -0.1405 0.096
H 0.934886 2.059138 -2.881654 0.2289 -0.2314 0.0973 0.120
H 0.401096 0.399964 -3.081932 0.1189 0.2390 0.1640 0.118
H 2.884745 0.445868 -3.138315 -0.2958 -0.2598 0.1272 0.114
H 2.262968 -0.500458 -1.717625 0.0478 0.1004 -0.4703 0.115
H 2.969534 1.103498 -0.177381 0.1796 0.0288 -0.2908 0.089
H 2.881959 2.414369 -1.334254 0.3607 -0.1780 -0.0644 0.096
H 5.163161 2.070088 -2.001799 -0.2331 -0.2571 -0.1639 0.102
H 4.889589 0.291488 -2.051115 0.3230 0.1629 0.3636 0.109
H 8.045932 -0.662068 1.651553 0.3257 0.3092 -0.0321 0.106
H 9.194903 -0.546601 0.215685 -0.2078 -0.1384 0.3017 0.087
H 8.368295 0.902579 0.812198 -0.1845 -0.2818 0.2289 0.095
H 8.104205 -1.640701 -1.509738 -0.1870 0.2098 -0.1701 0.104
H 6.510711 -1.148665 -2.173207 0.2133 0.2363 0.0253 0.080
H 7.941956 -0.003749 -2.144936 -0.1569 -0.2751 -0.0053 0.112
H 6.273803 2.709812 2.409522 -0.0973 -0.2149 0.0928 0.097
H 5.616321 1.152499 2.301018 0.7677 -0.2965 0.2340 0.131
H 6.043617 3.841673 -0.154592 -0.2832 0.0035 -0.2836 0.153
H 5.407479 4.436773 2.020833 -0.4338 -0.2993 0.0184 0.114
H 3.739452 3.822436 1.669112 0.2246 -0.0075 -0.1635 0.138
H 5.357557 6.125832 0.384415 -0.3680 0.0201 -0.1513 0.109
H 3.893152 6.289408 1.370287 0.1765 -0.1225 -0.1913 0.124
H 2.651360 6.254709 -0.571299 0.3499 -0.0131 -0.4090 0.113
H 2.984772 4.534821 -0.644998 0.2439 0.1707 -0.2938 0.086
H 5.599624 4.212152 -2.486727 -0.0675 0.2637 -0.1694 0.067
N 6.562701 3.409936 5.636979 0.1510 -0.1527 -0.0960 0.039
C 6.322495 2.100064 5.719571 -0.0748 0.1298 -0.1086 -0.181
C 7.147720 1.202280 6.376816 0.0110 0.0041 -0.0177 -0.074
C 8.293043 1.691446 6.984539 0.0861 -0.0462 0.0509 -0.072
C 8.563665 3.048036 6.911255 -0.0504 -0.0539 -0.0096 -0.063
C 7.670164 3.860359 6.229819 -0.1255 0.1276 -0.0858 -0.153
H 5.414013 1.765672 5.226694 -0.0168 -0.0912 0.0845 0.094
H 6.900353 0.149764 6.412078 -0.0241 0.0198 0.0062 0.103
H 8.965600 1.024013 7.508559 -0.0167 0.0140 -0.0027 0.110
H 9.447171 3.467861 7.372139 -0.0256 0.0230 -0.0055 0.107
H 7.838940 4.928528 6.149395 0.0574 -0.0187 0.0417 0.105
N -8.327140 -0.594393 -2.663271 -0.0400 0.2942 0.1115 0.048
C -8.872799 -0.353990 -1.469195 0.0764 -0.2012 -0.0689 -0.151
C -9.323662 0.892546 -1.064442 0.0200 0.0157 -0.0261 -0.073
C -9.198121 1.953210 -1.946540 -0.0261 0.1004 0.0306 -0.080
C -8.632771 1.727078 -3.190541 -0.0120 -0.0052 0.0296 -0.070
C -8.217935 0.440837 -3.498142 0.0693 -0.2152 -0.0508 -0.151
H -8.947534 -1.213765 -0.810887 -0.0459 0.0394 0.0398 0.105
H -9.760776 1.027886 -0.084385 0.0028 -0.0330 -0.0085 0.102
H -9.536866 2.943543 -1.668113 0.0004 -0.0182 -0.0076 0.106
H -8.516405 2.528839 -3.906979 0.0102 -0.0326 -0.0140 0.104
H -7.773000 0.214317 -4.461180 -0.0068 0.0854 -0.0131 0.106
N 2.079210 -0.336292 1.947247 0.0412 -0.1481 0.0061 0.043
C 1.142425 -0.773756 2.791936 0.0211 0.2054 -0.0263 -0.151
C 0.953446 -2.110705 3.104759 0.0511 -0.0107 -0.0500 -0.061
C 1.779498 -3.048791 2.506164 -0.0184 -0.0967 0.0348 -0.067
C 2.757593 -2.616510 1.624891 -0.0234 0.0074 0.0341 -0.061
C 2.864531 -1.257006 1.383526 -0.0356 0.2279 -0.0590 -0.173
H 0.518040 -0.004712 3.233490 -0.0296 -0.0586 0.0356 0.106
H 0.179400 -2.408702 3.798498 -0.0021 0.0293 -0.0116 0.107
H 1.662461 -4.102972 2.723802 -0.0049 0.0199 -0.0065 0.112
H 3.421664 -3.317187 1.136874 0.0003 0.0263 -0.0079 0.105
H 3.614977 -0.866116 0.703358 0.0083 -0.2195 0.0252 0.060
N -6.051728 -6.337927 -3.502688 -0.0493 0.1816 0.0588 0.046
C -6.598415 -6.096545 -2.309906 0.0652 -0.1372 -0.0987 -0.161
C -7.050712 -4.849333 -1.906221 0.0666 -0.0255 -0.0073 -0.076
C -6.926001 -3.789369 -2.789853 -0.0266 0.1670 0.1290 -0.080
C -6.359657 -4.017512 -4.033550 0.0031 -0.0632 0.0382 -0.076
C -5.942635 -5.304268 -4.338668 0.0395 -0.1708 -0.0150 -0.165
H -6.672931 -6.955614 -1.651019 -0.0403 0.0403 0.0397 0.100
H -7.489719 -4.712578 -0.926320 -0.0563 -0.0468 -0.0282 0.081
H -7.266385 -2.797943 -2.514170 -0.0268 -0.0156 -0.0953 0.069
H -6.244531 -3.216061 -4.751446 -0.0077 -0.0212 -0.0100 0.098
H -5.496752 -5.531301 -5.301592 -0.0093 0.0620 -0.0107 0.099
N -9.826632 -5.382543 0.519544 -0.0526 -0.1906 0.1012 0.047
C -9.497487 -5.929887 1.690993 0.0516 0.1561 -0.1052 -0.160
C -10.061508 -7.096093 2.183482 -0.0078 0.0078 -0.0181 -0.076
C -11.025949 -7.731157 1.418818 -0.0530 -0.1013 0.0313 -0.080
C -11.384252 -7.180083 0.200081 0.0247 0.0029 0.0391 -0.071
C -10.756098 -6.011497 -0.201473 0.1023 0.1915 -0.0744 -0.153
H -8.740362 -5.396588 2.256349 -0.0081 -0.0550 0.0506 0.100
H -9.753236 -7.495279 3.140354 0.0100 0.0258 -0.0070 0.101
H -11.492081 -8.644138 1.768176 0.0087 0.0161 -0.0059 0.106
H -12.133260 -7.645344 -0.426127 0.0157 0.0262 -0.0149 0.103
H -11.001702 -5.545531 -1.149751 -0.0373 -0.0559 -0.0066 0.105
```
Positions in Å, forces in eV/Å.

Computed properties:
Lowest unoccupied orbital energy   -4.238 eV
HOMO   -10.30 eV
Gap between HOMO and LUMO   6.064 eV
Total charge   +1